170
Properties=species:S:1:pos:R:3:lowdin_charge:R:1 method="wB97M-V/def2-TZVPD" lumo_ev=-3.95 homo_ha=-0.399 spin_multiplicity=1 gap_ev=6.9 charge=+1
Sr -7.38006 -26.95137 -8.29112 1.663
Sr -11.17651 -18.98341 -8.60960 1.543
C -12.96620 -20.84304 -12.04940 -0.669
F -12.83057 -19.82979 -12.87311 0.163
F -13.53647 -21.86408 -12.66043 0.166
F -11.78431 -21.24861 -11.56889 0.127
S -14.03695 -20.31468 -10.59576 0.688
O -15.36111 -20.13380 -11.10847 -0.244
O -13.88170 -21.30687 -9.56589 -0.305
N -13.23429 -18.86002 -10.03338 -0.421
S -14.03551 -17.59809 -10.57995 0.560
O -13.23642 -16.46170 -10.17560 -0.317
O -14.43614 -17.58089 -11.96470 -0.268
C -15.60071 -17.46960 -9.50516 -0.684
F -15.41540 -16.54519 -8.57081 0.137
F -16.63846 -17.10068 -10.21558 0.176
F -15.85737 -18.61470 -8.89525 0.132
C -8.47754 -22.53380 -9.72266 0.036
C -9.50269 -21.65574 -9.34929 -0.318
C -10.71467 -22.17573 -8.51313 -0.305
O -11.53394 -21.35118 -8.12864 -0.084
C -10.72268 -23.59668 -8.21004 0.027
C -9.69615 -24.41477 -8.57991 -0.362
C -8.53673 -23.87949 -9.38064 -0.341
O -7.51460 -24.59199 -9.67543 -0.148
O -9.76613 -25.66650 -8.20845 -0.199
O -9.49578 -20.43575 -9.62163 -0.161
H -7.58503 -22.16233 -10.20701 0.118
H -11.56349 -23.91546 -7.60920 0.106
C -12.56087 -26.41802 -5.98921 -0.098
O -11.39843 -25.69568 -5.56043 -0.160
H -13.12779 -25.92003 -6.77801 0.071
H -12.22112 -27.39813 -6.32029 0.083
H -13.25197 -26.51276 -5.15416 0.087
H -10.82586 -25.53380 -6.32276 0.032
C -11.23995 -22.81337 -3.99271 -0.199
O -11.57682 -24.02800 -3.40048 -0.110
H -11.80583 -21.99064 -3.54428 0.076
H -10.17471 -22.57730 -3.94043 0.056
H -11.58683 -22.71987 -5.03180 0.056
H -11.57085 -24.76030 -4.04753 0.037
C -4.65600 -24.45693 -13.71579 -0.074
C -5.86862 -24.07421 -12.91584 -0.318
O -6.52146 -25.23584 -12.40042 -0.100
H -3.93208 -24.93035 -13.04629 0.069
H -4.14997 -23.57855 -14.11791 0.073
H -4.88077 -25.10766 -14.55900 0.083
H -6.58270 -23.50044 -13.51880 0.101
H -5.62239 -23.41265 -12.07763 0.099
H -6.89517 -24.99503 -11.54171 0.024
C -3.80455 -24.44057 -9.26125 -0.072
C -4.14827 -25.82936 -9.72254 -0.243
O -4.86605 -26.49836 -8.65760 -0.224
H -4.72612 -23.85433 -9.16826 0.072
H -3.23374 -23.86778 -9.99468 0.073
H -3.28741 -24.43785 -8.29888 0.081
H -3.22696 -26.37057 -9.94941 0.127
H -4.76446 -25.78732 -10.62028 0.105
H -4.37943 -26.40513 -7.83320 0.075
C -14.79081 -23.09931 -4.99865 -0.067
C -14.22629 -22.90985 -6.38674 -0.312
O -14.83566 -21.76928 -7.00328 -0.092
H -15.87102 -23.23962 -5.05359 0.082
H -14.62582 -22.27808 -4.29912 0.071
H -14.37979 -23.99033 -4.51946 0.067
H -14.51472 -23.74946 -7.03064 0.106
H -13.13870 -22.79378 -6.44597 0.072
H -14.56833 -21.75454 -7.93476 0.023
C -10.20469 -18.37484 -12.55155 -0.043
C -9.47652 -17.36859 -11.71604 -0.415
C -10.07165 -15.99751 -11.86150 -0.208
O -9.96665 -15.57558 -13.20662 -0.181
C -10.46580 -14.26323 -13.36601 -0.100
N -9.50351 -17.81267 -10.31209 -0.034
H -11.25013 -18.40827 -12.23717 0.064
H -9.76845 -19.37584 -12.54151 0.077
H -10.29157 -18.11381 -13.60842 0.097
H -8.42068 -17.30820 -12.01995 0.142
H -9.52359 -15.27387 -11.24169 0.125
H -11.12885 -16.00782 -11.56560 0.119
H -10.22324 -13.85709 -14.34698 0.088
H -9.92761 -13.59931 -12.67775 0.085
H -11.54513 -14.24940 -13.20393 0.095
H -8.79713 -17.32472 -9.75375 0.027
H -9.11681 -18.75437 -10.35925 0.021
C -13.37399 -18.25304 -4.28447 -0.044
C -12.40374 -18.34506 -5.45775 -0.422
C -11.20864 -19.27144 -5.19986 -0.180
O -10.25378 -19.29340 -6.26312 -0.311
C -9.20754 -20.24490 -6.01559 -0.054
N -13.07817 -18.78668 -6.66861 0.001
H -14.11837 -17.46758 -4.40926 0.088
H -12.86916 -18.00663 -3.34391 0.084
H -13.87958 -19.19884 -4.07396 0.086
H -12.02131 -17.32468 -5.58065 0.145
H -11.62173 -20.26569 -4.99849 0.118
H -10.76079 -18.92107 -4.26417 0.139
H -8.52020 -20.10026 -6.84929 0.083
H -9.57658 -21.27244 -6.03081 0.083
H -8.73913 -19.99125 -5.06418 0.106
H -14.00090 -18.35235 -6.66065 0.091
H -13.36118 -19.77308 -6.65232 0.079
C -7.92978 -24.11164 -4.98316 -0.022
C -6.85517 -24.26705 -6.06548 -0.362
C -5.57008 -23.54393 -5.73846 -0.206
O -5.88435 -22.21656 -5.40602 -0.203
C -4.83784 -21.47175 -4.80397 -0.093
N -6.56630 -25.74964 -6.15325 -0.064
H -8.06829 -23.07997 -4.66601 0.073
H -7.57897 -24.58939 -4.06007 0.102
H -8.87761 -24.55091 -5.29121 0.080
H -7.29538 -23.90699 -6.99985 0.124
H -4.79018 -23.61298 -6.50497 0.119
H -5.16516 -23.99815 -4.81651 0.140
H -4.81566 -21.80166 -3.75838 0.098
H -5.05641 -20.40744 -4.79833 0.088
H -3.85812 -21.65204 -5.25170 0.097
H -5.56027 -25.86280 -6.04001 0.071
H -6.94706 -26.07381 -5.26595 0.083
C -4.94847 -16.45288 -8.51770 -0.046
C -6.18291 -17.19529 -9.08503 -0.391
C -6.29784 -18.59955 -8.50001 -0.171
O -5.01699 -19.21534 -8.68517 -0.249
C -4.94196 -20.45379 -8.00773 -0.084
N -7.36335 -16.35594 -8.80725 0.032
H -4.03788 -17.00056 -8.76828 0.072
H -4.93009 -16.30173 -7.43776 0.085
H -4.90895 -15.47650 -9.00130 0.081
H -6.02446 -17.34934 -10.15384 0.137
H -7.04330 -19.24247 -8.98062 0.113
H -6.49099 -18.59985 -7.41992 0.126
H -5.70860 -21.18111 -8.30078 0.089
H -5.05669 -20.27041 -6.93613 0.060
H -3.95127 -20.86057 -8.20910 0.101
H -7.16685 -15.42206 -9.15707 0.088
H -7.41067 -16.16684 -7.80798 0.089
C -3.23293 -21.49604 -11.45404 -0.070
C -3.56572 -20.09143 -11.94760 -0.402
C -5.05363 -19.98105 -12.27293 -0.212
O -5.41864 -20.71685 -13.43433 -0.180
C -6.79561 -20.61405 -13.70342 -0.124
N -3.19737 -19.20853 -10.81568 0.051
H -2.20876 -21.57269 -11.08976 0.083
H -3.33295 -22.22125 -12.26447 0.062
H -3.92005 -21.85822 -10.68336 0.051
H -3.00216 -19.81293 -12.83772 0.146
H -5.22126 -18.92798 -12.54920 0.124
H -5.70784 -20.16550 -11.41189 0.119
H -7.01438 -21.20008 -14.60044 0.090
H -7.06459 -19.60298 -14.02581 0.092
H -7.44753 -21.02302 -12.92778 0.077
H -3.93138 -19.40453 -10.11615 0.027
H -3.46504 -18.27320 -11.13608 0.070
C -13.94757 -24.63723 -10.13099 -0.056
C -12.90192 -25.39501 -10.91416 -0.406
C -11.90724 -24.50088 -11.63588 -0.206
O -10.84676 -25.26345 -12.17210 -0.185
C -10.08228 -24.61384 -13.14693 -0.109
N -12.19543 -26.30451 -9.97342 0.062
H -14.53184 -25.34735 -9.54409 0.083
H -14.62493 -24.06325 -10.76513 0.086
H -13.52852 -23.94673 -9.39368 0.053
H -13.40462 -26.01282 -11.66386 0.143
H -11.49238 -23.71055 -11.00291 0.111
H -12.47215 -24.03869 -12.45600 0.120
H -9.65919 -23.65447 -12.80880 0.081
H -10.67513 -24.30329 -14.01529 0.093
H -9.23468 -25.22533 -13.44271 0.083
H -11.69330 -25.65199 -9.37955 0.019
H -11.45267 -26.70497 -10.54527 0.060